This record from OMol25 describes a structure of composition C19H22N5O6S2W. The level of theory is ωB97M-V/def2-TZVPD.

E_LUMO (spin up / spin down) = -3.71 / -3.69 eV
Energy relative to the best compared isomer or geometry (same formula, charge and spin) = 5.74 kcal per mole
Total charge = +1
Gap between HOMO and LUMO (spin up / spin down) = 6.635 / 7.664 eV
Spin multiplicity = 3

Each line ends with the Löwdin charge.
Geometry (Å):
W: 0.175930 0.213128 -0.126337  1.5198
C: -0.169843 0.968251 4.248941  0.0014
C: 0.270567 0.769846 2.840181  -0.2479
N: -0.563069 0.430929 1.920761  -0.1494
N: -1.860191 0.226241 2.271417  0.0265
C: -2.619777 -0.190722 1.282285  -0.7995
N: -3.907737 -0.428218 1.584681  0.1000
S: -2.162243 -0.425574 -0.391986  0.6872
C: 1.682092 0.943453 2.410809  -0.1787
C: 2.689652 1.328003 3.282752  0.0197
C: 3.992165 1.442672 2.818299  -0.0167
C: 4.271559 1.169654 1.493552  -0.0183
C: 3.223938 0.797410 0.669083  -0.0773
N: 1.972880 0.691481 1.106309  -0.0194
H: -0.854498 1.817923 4.303166  0.0964
H: 0.651334 1.124878 4.937740  0.0695
H: -0.745286 0.098774 4.567834  0.0969
H: -4.178846 -0.419932 2.554067  0.1144
H: -4.514029 -0.862712 0.912285  0.0953
H: 2.480731 1.534375 4.320047  0.1124
H: 4.777891 1.739541 3.499358  0.1241
H: 5.271594 1.239203 1.092206  0.1200
H: 3.389544 0.578564 -0.378887  0.1254
O: 3.100472 -3.222469 -4.442271  0.1211
C: 2.455315 -2.449305 -3.564328  -0.2599
C: 1.851977 -1.240102 -3.918194  0.1005
C: 1.222182 -0.521351 -2.929771  -0.1457
N: 1.187092 -0.947928 -1.666576  0.0042
C: 1.715648 -2.131275 -1.329517  -0.1443
C: 2.374765 -2.911873 -2.244139  0.1126
C: 1.426963 -2.488670 0.107092  -0.5367
O: 1.915155 -3.441275 0.649395  0.1386
O: 0.595744 -1.622656 0.649344  -0.2044
C: 0.435599 0.750014 -3.103717  -0.5333
O: 0.327372 1.310677 -4.162550  0.1307
O: -0.106848 1.123052 -1.967849  -0.2537
H: 3.083747 -2.840421 -5.327620  0.1311
H: 1.845207 -0.864606 -4.933211  0.1433
H: 2.793544 -3.865034 -1.955043  0.1486
C: 0.409842 4.767338 2.031240  -0.1201
C: -0.477224 4.746305 0.799241  -0.3723
S: -1.190288 3.116490 0.558839  1.0300
O: 0.080912 2.301768 0.195898  -0.6496
C: -2.096715 3.375006 -0.987449  -0.3631
C: -3.591355 3.406168 -0.713271  -0.1214
H: 0.739026 5.786524 2.226940  0.0868
H: 1.292151 4.146341 1.880592  0.0690
H: -0.125942 4.412095 2.912689  0.0766
H: 0.070294 4.987948 -0.112642  0.1063
H: -1.330593 5.423058 0.887744  0.1058
H: -1.800613 2.536700 -1.619398  0.0674
H: -1.731133 4.291464 -1.450709  0.1006
H: -3.928160 2.467606 -0.273746  0.0634
H: -4.122622 3.552965 -1.652343  0.0890
H: -3.869178 4.221100 -0.043389  0.0773

Cartesian forces (eV/Å) of the 6 atoms listed first:
W 0.1144 -0.2541 -0.1860
C -0.1376 -0.0803 0.0047
C 0.2899 0.0940 0.0641
N 0.0967 -0.2643 -0.3527
N 0.0431 -0.0288 0.0188
C -0.0772 -0.0630 0.0159



This record from OMol25 describes a structure of composition C19H22N5O6SeV. The level of theory is ωB97M-V/def2-TZVPD.

E_LUMO (spin up / spin down) = -7.73 / -7.71 eV
Energy relative to the best compared isomer or geometry (same formula, charge and spin) = 4.69 kcal per mole
Total charge = +2
Gap between HOMO and LUMO (spin up / spin down) = 6.539 / 6.566 eV
Spin multiplicity = 3

Each line ends with the Löwdin charge.
Geometry (Å):
V: -0.841500 2.148571 -0.399703  1.1439
O: -4.251748 0.097959 -1.660951  0.2428
C: -3.005686 0.429367 -1.574272  -0.4081
O: -2.540568 1.069344 -0.624914  -0.0062
C: -2.133139 -0.096516 -2.681086  -0.0653
O: -0.870573 0.514874 -2.621090  -0.1359
C: -0.550685 1.389141 -3.706353  -0.0464
C: -0.574856 2.852426 -3.287722  -0.5056
O: -0.571087 3.771081 -4.036065  0.1923
O: -0.547831 3.012005 -1.945038  -0.1587
H: -4.776249 0.407435 -0.902188  0.1781
H: -2.641229 0.027418 -3.639488  0.1618
H: -2.031599 -1.174182 -2.508451  0.1672
H: -1.228038 1.255257 -4.549307  0.1493
H: 0.459778 1.156951 -4.044704  0.1573
Se: -1.879698 1.412014 3.580969  1.3073
N: -1.687339 3.033190 4.235226  -0.1770
C: -1.243371 3.824166 3.274263  -0.3493
C: -0.964783 5.222757 3.313608  0.0749
C: -0.558838 5.817156 2.153252  0.0072
C: -0.404384 5.072756 0.949550  -0.0189
N: -0.612567 3.775238 0.890740  0.0125
C: -1.050574 3.167722 2.028001  -0.4685
N: -1.340705 1.887368 1.941409  -0.2639
H: -1.085468 5.777181 4.234733  0.1440
H: -0.343945 6.875396 2.117673  0.1296
H: -0.091746 5.564784 0.036184  0.1457
C: 1.289486 -3.991893 -1.696328  -0.0602
C: 2.197244 -3.647803 -0.524136  -0.1898
N: 1.490396 -3.589664 0.752937  -0.0457
C: 1.047266 -4.850400 1.364687  -0.1737
C: -0.444480 -5.098363 1.198886  -0.0614
C: 1.222335 -2.457783 1.418910  -0.4415
O: 0.625850 -2.395270 2.482645  0.0860
C: 1.621011 -1.124773 0.816629  -0.0894
C: 2.897514 -0.581426 0.910517  0.0463
C: 3.108176 0.734393 0.524234  0.0049
C: 2.034083 1.486885 0.094085  -0.0777
N: 0.797248 0.969824 0.028019  -0.0496
C: 0.601565 -0.312170 0.359847  -0.0430
H: 1.847341 -3.937401 -2.630656  0.0838
H: 0.451476 -3.293175 -1.751925  0.0666
H: 0.886346 -4.999632 -1.606761  0.0766
H: 2.691822 -2.694620 -0.701036  0.1069
H: 2.989422 -4.393064 -0.431431  0.1309
H: 1.302508 -4.812941 2.423296  0.1283
H: 1.632095 -5.647326 0.906546  0.1267
H: -1.016204 -4.305907 1.680309  0.0707
H: -0.718277 -6.041152 1.670786  0.0866
H: -0.724647 -5.155870 0.147007  0.0653
H: 3.717308 -1.179161 1.289059  0.1469
H: 4.089580 1.183485 0.574350  0.1295
H: 2.148882 2.524793 -0.193750  0.1290
H: -0.416916 -0.680444 0.318997  0.1371

Cartesian forces (eV/Å) of the 6 atoms listed first:
V 0.4170 -0.4969 -0.5487
O 0.0309 -0.0397 -0.0160
C 0.1125 -0.1732 -0.0668
O -0.2205 0.3592 0.2370
C -0.0268 -0.0491 -0.0048
O -0.0621 0.0153 0.1127



This record from OMol25 describes a structure of composition C19H22N6O3Re in a non-equilibrium geometry. The level of theory is ωB97M-V/def2-TZVPD.

E_LUMO (spin up / spin down) = -12.77 / -15.82 eV
Total charge = +4
Gap between HOMO and LUMO (spin up / spin down) = 8.682 / 6.411 eV
Spin multiplicity = 4

Each line ends with the Löwdin charge.
Geometry (Å):
N: -1.568294 -1.475235 -0.962499  0.1086
C: -1.876319 -2.559361 -1.267706  -0.1319
C: -2.400892 -3.870382 -1.366854  0.0195
H: -1.540968 -4.540685 -1.331470  0.1177
H: -2.920730 -3.915944 -2.324932  0.1261
H: -3.080949 -4.028047 -0.524019  0.1325
N: -1.555823 2.585825 -0.909649  0.0011
C: -2.191451 3.547809 -1.086270  -0.0333
C: -3.011207 4.727392 -1.112400  0.0543
H: -3.714542 4.714650 -1.987490  0.1487
H: -2.361195 5.640553 -1.093680  0.1498
H: -3.579065 4.653551 -0.157405  0.1455
N: 2.076075 1.137110 0.182754  0.1145
C: 3.216378 1.067505 0.330802  -0.1395
C: 4.556526 1.068417 0.817539  0.0227
H: 4.586769 1.693021 1.715636  0.1323
H: 5.162296 1.480797 0.011022  0.1212
H: 4.806385 0.028676 1.033901  0.1146
Re: -0.338330 0.952739 -1.100572  1.4740
C: 0.030986 1.864217 0.719879  -0.1931
O: 0.120333 2.445084 1.705992  0.2561
C: -1.948552 0.455434 0.092382  -0.1904
O: -2.868722 0.312015 0.772003  0.2520
C: -0.944186 0.129831 -2.923460  -0.1605
C: 0.286358 -0.485938 -2.626121  -0.1468
C: 1.384641 0.302550 -2.279284  -0.1468
C: 1.250866 1.702953 -2.231718  -0.1603
C: 0.062768 2.327164 -2.620902  -0.1093
C: -1.062964 1.521196 -2.973590  -0.1099
H: -1.752856 -0.475765 -3.287051  0.1584
H: 0.445402 -1.535357 -2.850923  0.1637
H: 2.365585 -0.157463 -2.239909  0.1628
H: 2.125687 2.303030 -2.061608  0.1588
H: 0.028469 3.405264 -2.654879  0.1673
H: -2.001913 1.953085 -3.285535  0.1672
C: -0.419576 -1.524927 4.835971  0.0771
N: 0.080228 -1.624497 3.455156  0.0538
C: 0.903135 -2.638178 3.135303  0.0643
C: 1.404646 -2.799834 1.893305  0.1485
C: 1.000227 -1.826508 0.964932  -0.3326
N: 0.191615 -0.804985 1.215425  0.1391
C: -0.314283 -0.648658 2.482549  -0.4042
O: -1.070729 0.250792 2.835080  0.1619
N: 1.484300 -1.950930 -0.284940  0.2210
H: -0.076614 -0.568803 5.285803  0.1467
H: 0.025556 -2.380488 5.379443  0.1248
H: -1.527234 -1.609678 4.834817  0.1467
H: 1.160512 -3.340275 3.917087  0.1726
H: 2.074153 -3.584889 1.546095  0.1693
H: 2.101558 -2.657387 -0.660913  0.1579
H: 1.195941 -1.266446 -0.957097  0.0054

Cartesian forces (eV/Å) of the 6 atoms listed first:
N -0.1666 -3.0866 -0.8651
C 0.1499 2.8443 1.8084
C 0.0467 -0.5108 -0.5754
H -0.3078 -0.4435 -0.1176
H -0.1303 -0.5570 0.0444
H 0.0214 -0.1337 -0.1768



This record from OMol25 describes the molecule C19H22O5 in a non-equilibrium geometry. The level of theory is ωB97M-V/def2-TZVPD.

E_LUMO = 0.65 eV
Energy relative to the best compared isomer or geometry (same formula, charge and spin) = 17.21 kcal per mole
SMILES string = COc1ccc([C@@H]2CC(=O)OC3=C2C(=O)CC(C)(C)C3)c(OC)c1
Gap between HOMO and LUMO = 8.891 eV

Each line ends with the Löwdin charge.
Geometry (Å):
C: -5.697492 -0.315260 1.598094  -0.0900
H: -5.224665 -0.935911 2.365911  0.0956
O: -4.826866 0.689868 1.137913  -0.0808
C: -3.664295 0.312089 0.536720  -0.2724
C: -3.251461 -0.995410 0.339272  -0.0156
C: -2.039438 -1.243860 -0.290065  -0.0064
C: -1.219004 -0.224295 -0.731874  -0.0915
C: -1.644679 1.102868 -0.524874  -0.2076
C: -2.852385 1.358911 0.098651  0.0667
H: -3.204524 2.363139 0.265402  0.1164
O: -0.801428 2.068484 -0.970211  -0.0893
C: -1.171624 3.418631 -0.848851  -0.0649
H: -1.292929 3.710774 0.199460  0.0989
H: -2.095202 3.633358 -1.395323  0.0997
H: -0.348504 3.978832 -1.289553  0.0971
C: 0.119401 -0.451581 -1.411148  -0.1750
C: 1.230495 -0.048180 -0.468234  -0.0511
C: 1.678076 -0.946189 0.419552  -0.1573
O: 1.197469 -2.229094 0.473476  0.1299
C: 0.554866 -2.782621 -0.583501  -0.4631
O: 0.211643 -3.929101 -0.508606  0.1361
C: 0.373616 -1.906423 -1.801620  -0.0262
H: -0.429099 -2.317395 -2.413156  0.1385
H: 1.302217 -1.964218 -2.379483  0.1478
C: 2.726920 -0.681182 1.451800  -0.0482
H: 2.217407 -0.501698 2.404546  0.1417
C: 3.603680 0.528680 1.099136  -0.5428
C: 4.589286 0.155775 -0.010267  -0.0251
H: 4.063959 -0.202243 -0.892408  0.0885
H: 5.179890 1.022082 -0.297923  0.0927
H: 5.267852 -0.623688 0.329249  0.0888
C: 4.381258 0.974398 2.338377  -0.0464
H: 3.704036 1.281930 3.132012  0.0848
H: 5.029490 1.813288 2.097782  0.0864
H: 4.999557 0.160821 2.710656  0.0869
C: 2.689624 1.666504 0.621450  -0.0541
C: 1.901242 1.254307 -0.603027  -0.3615
O: 1.873630 1.907394 -1.620069  0.1043
H: 1.977553 1.919325 1.410990  0.1405
H: 3.274853 2.555810 0.382969  0.1330
H: 3.335333 -1.579252 1.578284  0.1389
H: 0.171499 0.198826 -2.290265  0.1570
H: -1.758069 -2.274459 -0.430686  0.1084
H: -3.850217 -1.831269 0.661121  0.1031
H: -6.548492 0.207755 2.031626  0.0922
H: -6.043778 -0.952752 0.778435  0.0956

Cartesian forces (eV/Å) of the 6 atoms listed first:
C -0.1371 -0.1757 0.0756
H -0.0129 0.0154 -0.0419
O 0.2950 0.1947 -0.1599
C 0.1490 -0.1242 -0.0671
C -0.4400 0.0191 0.2474
C 0.1279 0.2980 -0.1161